A structure of composition C52H50BrMoN3O7S3Se at a distorted geometry, computed with ωB97M-V/def2-TZVPD.

```
! wB97M-V def2-TZVPD RIJCOSX def2/J DEFGRID3
* xyz 0 3
Mo 2.62007 1.86443 -0.22914
O 3.95099 -0.68092 -2.90146
C 3.79806 -0.52546 -1.70544
O 2.78245 0.21460 -1.22096
C 4.78907 -1.13696 -0.71865
C 4.29333 -1.67363 0.65060
C 5.34364 -2.73644 1.07684
C 6.51366 -1.75916 1.40413
C 5.89847 -0.36908 1.25899
O 4.52677 -0.58295 1.54730
C 5.91342 -0.06956 -0.30407
C 5.69455 1.37480 -0.67723
O 6.63387 1.94184 -1.20885
O 4.53991 1.99823 -0.39788
H 5.26818 -1.86892 -1.33940
H 3.24577 -1.95702 0.65786
H 5.05696 -3.26934 1.99981
H 5.57409 -3.51028 0.32776
H 6.84123 -1.97323 2.41371
H 7.40243 -1.85315 0.74742
H 6.32427 0.44618 1.85200
H 6.87824 -0.31877 -0.73114
C -6.05983 6.50508 -0.45693
C -4.92600 5.52480 -0.48341
C -4.44020 5.02366 -1.67921
C -3.46338 4.03655 -1.69677
C -2.94488 3.51912 -0.51020
C -3.41105 4.05201 0.68847
C -4.38827 5.01700 0.70075
S -1.60827 2.34337 -0.64086
O 1.27854 2.13359 0.84527
C -2.57359 0.93763 -0.06779
C -2.65182 0.82145 1.32348
C -3.57905 0.03461 1.92570
C -4.62846 -0.50814 1.15626
C -5.78795 -1.03579 1.73555
C -6.86493 -1.45233 0.98102
C -6.82744 -1.26767 -0.40834
C -5.70064 -0.75456 -1.00383
C -4.53531 -0.44203 -0.25347
C -3.30968 0.02036 -0.86419
C -2.88649 -0.31209 -2.24269
C -3.58423 -1.18463 -3.17716
C -4.21890 -2.37236 -2.77229
C -4.80383 -3.22505 -3.69380
C -4.78994 -2.97177 -5.06121
C -4.11707 -1.86158 -5.48922
C -3.47206 -0.98615 -4.58834
C -2.51966 -0.03734 -5.04721
C -1.54877 0.35099 -4.18957
C -1.71606 0.16248 -2.80275
S -0.17853 0.28160 -1.88272
O 0.65169 1.30928 -2.57829
C 0.41437 -1.34144 -2.43443
C 1.23736 -1.50874 -3.55597
C 1.66335 -2.77779 -3.91455
C 1.32043 -3.91985 -3.16185
C 1.91385 -5.26412 -3.44916
C 0.45506 -3.74049 -2.08897
C 0.01762 -2.46203 -1.72411
H -6.33059 6.76124 -1.48537
H -5.75108 7.45682 0.02797
H -6.93385 6.08785 0.02785
H -4.81877 5.36415 -2.62374
H -3.08743 3.62751 -2.62491
H -2.94872 3.67801 1.58402
H -4.76565 5.40150 1.66147
H -1.91690 1.33609 1.90396
H -3.55341 -0.09611 2.98777
H -5.77517 -1.13710 2.81345
H -7.76235 -1.83619 1.46904
H -7.69086 -1.49673 -0.99691
H -5.69616 -0.59830 -2.06824
H -4.28683 -2.64352 -1.73391
H -5.30550 -4.12321 -3.32667
H -5.22056 -3.68237 -5.77118
H -3.98604 -1.67504 -6.53998
H -2.42052 0.14708 -6.10339
H -0.64128 0.86153 -4.48891
H 1.61968 -0.66491 -4.08305
H 2.36056 -2.85692 -4.74897
H 2.82165 -5.18430 -4.05407
H 1.20547 -5.91963 -3.97456
H 2.20710 -5.79467 -2.53723
H 0.12354 -4.59677 -1.51350
H -0.60228 -2.33035 -0.86366
Br 1.11613 4.98721 -1.18817
C 2.34311 5.04233 0.24008
C 2.69466 6.25105 0.81187
C 3.51064 6.30328 1.93948
C 4.11021 5.11653 2.25545
C 3.85993 3.94577 1.54421
N 3.00167 3.94514 0.55144
H 2.26419 7.18288 0.46932
H 3.75266 7.24483 2.41407
H 4.86435 5.09308 3.02874
H 4.42375 3.02265 1.76510
C 1.07631 -4.88197 4.59667
C 0.73862 -3.40661 4.51153
N 1.37126 -2.84233 3.31215
C 1.10777 -1.50353 3.03404
S 0.40788 -1.08310 1.57089
N 1.44427 -0.60115 3.95481
C 2.64105 -0.65714 4.77507
C 2.36826 -0.50877 6.23918
H 0.69487 -5.27116 5.53271
H 2.15197 -5.07601 4.55209
H 0.62098 -5.48020 3.79501
H 1.16846 -2.91235 5.36512
H -0.35476 -3.25401 4.49377
H 1.07167 -3.38908 2.50838
H 1.21436 0.35203 3.73865
H 3.32812 0.14375 4.47461
H 3.18208 -1.58414 4.56887
H 1.68124 0.33807 6.40541
H 3.31112 -0.29734 6.74973
H 1.91124 -1.41957 6.61784
Se 0.77244 2.91128 2.49523
*
```

Its energy above the lowest of the compared OMol25 structures with the same formula, charge and spin is 47.8 kcal/mol. The value obtained for the orbital gap (alpha / beta) is 6.5 / 6.4 eV. As for the HOMO energy (alpha / beta): -7.208 / -7.208 eV. The value obtained for the total energy is -243286.889 eV. The calculation puts the LUMO energy (alpha / beta) at -0.0242 / -0.0287 Ha. As for the expectation value of S²: 2.03.

---

The ion C4H12N2 with charge -1 at a distorted geometry, computed with ωB97M-V/def2-TZVPD.

```
! wB97M-V def2-TZVPD RIJCOSX def2/J DEFGRID3
* xyz -1 2
C 0.43229 -0.44767 1.77110
N 1.47641 -0.97868 0.89842
C 1.05759 -0.96306 -0.55430
C -0.30901 -0.40433 -0.89840
N -0.17018 1.04320 -1.24725
C -1.31480 1.74606 -0.80670
H -0.55142 -0.54730 1.28287
H 0.69618 0.66774 2.09062
H 0.48474 -0.96890 2.83131
H 1.65173 -1.99978 1.19700
H 1.81501 -0.40995 -1.14655
H 1.12343 -2.09928 -0.90957
H -0.75445 -0.97577 -1.85384
H -1.12551 -0.55010 -0.18747
H 0.61318 1.37293 -0.63457
H -1.21122 2.71272 -0.37612
H -2.07648 1.61731 -1.55594
H -1.83750 1.18486 0.09937
*
```

Its energy above the lowest of the compared OMol25 structures with the same formula, charge and spin is 52.4 kcal/mol. The value obtained for the orbital gap (alpha / beta) is 2.7 / 8.6 eV. As for the HOMO energy (alpha / beta): 1.312 / -4.758 eV. The value obtained for the total energy is -7319.051 eV. The calculation puts the LUMO energy (alpha / beta) at 0.1485 / 0.1428 Ha. As for the expectation value of S²: 0.75.

---

A structure of composition C4H12NO2 at a distorted geometry, computed with ωB97M-V/def2-TZVPD.

```
! wB97M-V def2-TZVPD RIJCOSX def2/J DEFGRID3
* xyz -1 1
C 2.05050 1.35458 -1.01685
N 2.49878 0.17133 -0.60192
C 1.38976 -0.74936 -0.31495
C 0.58213 -0.38526 0.95077
C -0.82517 -1.05046 0.98410
O -1.55948 -0.73602 -0.11500
H 2.12007 2.13454 -0.25190
H 2.38846 1.69306 -2.00972
H 0.80038 1.04031 -1.24824
H 0.70990 -0.81158 -1.18078
H 0.00402 1.25835 -1.27399
H 1.83938 -1.73197 -0.12499
H 0.44266 0.70129 0.86169
H 1.27065 -0.55801 1.78466
H -1.30303 -0.59648 1.87665
H -0.47356 -2.09871 1.10427
H -2.43547 0.25131 0.01688
H -3.39438 1.21129 0.99784
O -3.21497 1.04108 0.06959
*
```

Its energy above the lowest of the compared OMol25 structures with the same formula, charge and spin is 130.4 kcal/mol. The value obtained for the orbital gap is 6.5 eV. As for the HOMO energy: -3.433 eV. The value obtained for the total energy is -9922.568 eV. The calculation puts the LUMO energy at 0.1141 Ha.

---

A structure of composition C31H35BCoN2O10P2S, computed with ωB97M-V/def2-TZVPD.

```
! wB97M-V def2-TZVPD RIJCOSX def2/J DEFGRID3
* xyz -1 5
Co -0.55604 -0.29225 0.73679
O 0.46685 -4.39488 0.71000
P -0.92548 -3.53256 0.75046
O -1.98249 -4.39047 1.30389
O -0.55378 -2.22427 1.43258
O -1.07269 -3.21452 -0.82213
P -1.94029 -2.04869 -1.59020
O -0.96812 -1.76732 -2.84781
O -3.23609 -2.55742 -2.04441
O -1.85033 -0.81405 -0.71183
H 0.20827 -5.30519 0.90867
H -0.26665 -1.17606 -2.53516
N 1.45633 -1.29179 2.80942
C 2.55234 -1.16432 3.56497
C 3.08983 0.07765 3.29246
C 2.21885 0.63891 2.34982
N 1.23704 -0.20564 2.05776
H 0.75184 -2.02601 2.70854
H 2.86366 -1.94829 4.23260
H 3.97387 0.51614 3.71954
H 2.24437 1.60928 1.88573
O 0.97076 -0.52777 -0.88274
S 1.99582 -1.56777 -0.47547
C 3.54352 -0.67524 -0.37987
C 4.66087 -1.31838 0.12464
C 5.85033 -0.61750 0.24229
C 5.91141 0.71757 -0.13493
C 4.77732 1.35353 -0.62452
C 3.58363 0.65817 -0.74598
C 2.33060 -2.49441 -1.96101
C 2.24099 -3.87256 -1.89266
C 2.44817 -4.61831 -3.04549
C 2.72346 -3.98094 -4.24496
C 2.78653 -2.59195 -4.30170
C 2.59057 -1.84143 -3.15728
H 4.59305 -2.35500 0.43543
H 6.72941 -1.10939 0.63827
H 6.83927 1.26575 -0.03644
H 4.82170 2.39904 -0.90144
H 2.67395 1.13857 -1.08510
H 1.96319 -4.34195 -0.95680
H 2.36478 -5.69647 -3.01187
H 2.86764 -4.56307 -5.14568
H 2.98012 -2.09698 -5.24448
H 2.61544 -0.75871 -3.18591
C -3.54111 -0.99198 4.33058
C -3.92075 -0.93934 2.99350
C -3.26991 -0.08504 2.11807
C -2.21315 0.73195 2.54596
C -1.43224 1.57127 1.60679
C -0.43881 2.45853 2.18993
C -0.12736 2.42131 3.52384
C -0.76198 1.51884 4.38782
C -1.82569 0.67989 3.91544
C -2.51243 -0.18772 4.78091
H -4.04083 -1.66837 5.01323
H -4.71051 -1.58003 2.62418
H -3.55489 -0.06538 1.07507
H 0.05561 3.16900 1.53779
H 0.62789 3.09507 3.91574
H -0.49323 1.47553 5.43644
H -2.20889 -0.22253 5.82237
C -1.26730 2.02697 -2.71475
C -1.94389 3.04437 -1.79990
C -1.78047 4.44196 -2.36674
O -1.27506 2.97886 -0.52714
B -2.01100 2.10938 0.28575
O -3.25792 1.86705 -0.24348
C -3.41536 2.64815 -1.43844
C -4.11729 1.79670 -2.48198
C -4.27638 3.84920 -1.06129
H -0.20095 2.25578 -2.75908
H -1.68118 2.05520 -3.72366
H -1.39068 1.02624 -2.30638
H -0.72399 4.62171 -2.57172
H -2.12562 5.20214 -1.66779
H -2.33578 4.53944 -3.30205
H -3.60489 0.84726 -2.62041
H -4.17561 2.32527 -3.43692
H -5.13108 1.57980 -2.14441
H -3.78902 4.43930 -0.28395
H -5.22487 3.48388 -0.66770
H -4.47718 4.48735 -1.92368
*
```

Its energy above the lowest of the compared OMol25 structures with the same formula, charge and spin is 0.0 kcal/mol. The value obtained for the orbital gap (alpha / beta) is 4.1 / 6.9 eV. As for the HOMO energy (alpha / beta): -2.037 / -4.772 eV. The value obtained for the total energy is -123899.630 eV. The calculation puts the LUMO energy (alpha / beta) at 0.0766 / 0.0765 Ha. As for the expectation value of S²: 6.03.